(1)
{"formula": "C17H31IrN3P2", "method": "ωB97M-V/def2-TZVPD", "homo_ha": [-0.3881, -0.5305], "lumo_ev": [-6.275, -10.365], "total_charge": 2, "orbital_gap_ev": [4.29, 4.07], "multiplicity": 6, "total_energy_ev": -43990.637, "elements": ["P", "P", "C", "C", "H", "H", "H", "H", "C", "H", "H", "H", "C", "H", "H", "H", "C", "H", "H", "H", "C", "H", "H", "H", "Ir", "C", "C", "C", "C", "C", "C", "C", "C", "C", "H", "H", "H", "H", "H", "H", "H", "H", "H", "H", "H", "H", "H", "H", "H", "N", "C", "N", "C", "N"], "xyz": [[0.195, -1.886, 0.845], [-0.060, 1.851, 1.600], [0.076, -0.358, -0.225], [0.506, 1.088, 0.087], [-0.904, -0.388, -0.726], [0.829, -0.669, -0.966], [1.588, 1.238, -0.070], [-0.047, 1.799, -0.528], [-1.776, 2.423, 1.435], [-1.894, 3.278, 2.119], [-2.451, 1.601, 1.727], [-1.940, 2.726, 0.388], [1.104, 3.121, 2.093], [1.126, 3.876, 1.292], [2.098, 2.671, 2.231], [0.755, 3.559, 3.038], [-1.045, -3.151, 0.587], [-0.931, -3.905, 1.377], [-0.942, -3.627, -0.395], [-2.049, -2.718, 0.684], [1.921, -2.441, 0.714], [2.557, -1.711, 1.229], [2.209, -2.522, -0.340], [2.017, -3.415, 1.211], [-0.151, -0.299, 2.225], [0.498, 1.403, -2.752], [-0.838, 1.426, -2.539], [-1.800, 0.737, -3.441], [-1.412, -0.719, -3.839], [-0.650, -1.501, -2.816], [0.699, -1.582, -2.785], [1.584, -0.767, -3.685], [1.165, 0.723, -3.901], [0.104, -1.922, 3.562], [1.183, 2.073, -2.202], [-1.308, 2.171, -1.875], [-1.919, 1.301, -4.379], [-2.777, 0.725, -2.944], [-2.359, -1.243, -4.037], [-0.847, -0.683, -4.784], [-1.265, -2.099, -2.137], [1.211, -2.375, -2.225], [1.650, -1.225, -4.686], [2.600, -0.781, -3.258], [2.100, 1.261, -4.108], [0.550, 0.786, -4.807], [0.959, -1.596, 4.182], [0.243, -2.951, 3.184], [-0.841, -1.827, 4.119], [-0.324, 0.799, 3.817], [-0.287, 1.127, 4.948], [-0.343, 1.779, 6.018], [-0.224, 1.472, 7.287], [-0.143, 1.348, 8.450]]}

(2)
{"formula": "C17H31N3O2", "method": "ωB97M-V/def2-TZVPD", "homo_ha": -0.3186, "lumo_ev": 0.759, "total_charge": 0, "orbital_gap_ev": 9.43, "total_energy_ev": -26698.749, "elements": ["C", "N", "C", "C", "O", "N", "C", "C", "C", "C", "O", "N", "C", "C", "C", "C", "C", "C", "C", "C", "C", "C", "H", "H", "H", "H", "H", "H", "H", "H", "H", "H", "H", "H", "H", "H", "H", "H", "H", "H", "H", "H", "H", "H", "H", "H", "H", "H", "H", "H", "H", "H", "H"], "xyz": [[4.962, 1.801, 1.192], [5.189, 0.642, 0.363], [6.579, 0.338, 0.115], [4.261, 0.154, -0.520], [4.583, -0.415, -1.549], [2.938, 0.384, -0.171], [1.964, 0.103, -1.210], [1.610, -1.382, -1.277], [1.062, -1.856, 0.076], [-0.317, -1.244, 0.342], [-0.520, -0.406, 1.197], [-1.271, -1.763, -0.461], [-2.659, -1.318, -0.602], [-3.316, -1.226, 0.780], [-4.774, -0.762, 0.786], [-4.994, 0.746, 0.973], [-4.999, 1.581, -0.312], [-3.658, 2.205, -0.705], [-2.456, 1.259, -0.734], [-2.730, -0.054, -1.475], [2.062, -1.494, 1.177], [2.445, -0.009, 1.138], [3.952, 2.175, 1.048], [5.119, 1.564, 2.249], [5.667, 2.591, 0.914], [6.632, -0.526, -0.543], [7.076, 0.114, 1.061], [7.094, 1.177, -0.366], [2.386, 0.427, -2.163], [1.070, 0.695, -0.988], [2.520, -1.937, -1.515], [0.888, -1.549, -2.079], [0.938, -2.947, 0.054], [-0.960, -2.418, -1.160], [-3.162, -2.122, -1.157], [-2.724, -0.581, 1.426], [-3.263, -2.231, 1.208], [-5.278, -1.098, -0.123], [-5.265, -1.263, 1.624], [-5.971, 0.870, 1.448], [-4.250, 1.141, 1.665], [-5.705, 2.407, -0.188], [-5.385, 0.970, -1.131], [-3.782, 2.657, -1.694], [-3.430, 3.014, -0.007], [-2.133, 1.047, 0.281], [-1.631, 1.789, -1.217], [-3.715, -0.015, -1.939], [-2.009, -0.184, -2.287], [1.631, -1.717, 2.153], [2.963, -2.099, 1.044], [3.206, 0.174, 1.894], [1.562, 0.593, 1.363]]}

(3)
{"formula": "C17H31N3P2Pt", "method": "ωB97M-V/def2-TZVPD", "homo_ha": [-0.5045, -0.5050], "lumo_ev": [-9.390, -8.970], "total_charge": 2, "orbital_gap_ev": [4.34, 4.77], "multiplicity": 5, "total_energy_ev": -44397.629, "elements": ["P", "P", "C", "C", "H", "H", "H", "H", "C", "H", "H", "H", "C", "H", "H", "H", "C", "H", "H", "H", "C", "H", "H", "H", "Pt", "C", "C", "C", "C", "C", "C", "C", "C", "C", "H", "H", "H", "H", "H", "H", "H", "H", "H", "H", "H", "H", "H", "H", "H", "N", "C", "N", "C", "N"], "xyz": [[-3.051, 3.108, 0.169], [-4.465, 1.242, -2.715], [-4.351, 3.712, -1.117], [-5.175, 2.716, -1.967], [-3.804, 4.439, -1.758], [-5.072, 4.282, -0.507], [-6.052, 2.325, -1.424], [-5.580, 3.267, -2.837], [-4.511, 1.709, -4.523], [-3.808, 1.205, -5.196], [-4.366, 2.794, -4.663], [-5.523, 1.472, -4.904], [-5.736, -0.065, -2.798], [-6.528, 0.261, -3.483], [-6.157, -0.210, -1.797], [-5.329, -1.014, -3.178], [-2.341, 4.866, 0.337], [-1.826, 5.045, 1.304], [-3.137, 5.620, 0.252], [-1.586, 4.977, -0.453], [-4.424, 2.645, 1.462], [-4.780, 1.683, 1.086], [-5.201, 3.404, 1.561], [-4.085, 2.366, 2.498], [-2.397, 3.281, 2.326], [-2.671, -0.526, -4.157], [-1.662, 0.241, -4.647], [-1.367, 1.709, -4.395], [-1.849, 2.231, -2.993], [-1.883, 1.066, -2.127], [-3.155, 0.438, -1.718], [-2.936, -1.088, -1.682], [-2.461, -1.555, -3.074], [-1.661, 3.299, 4.192], [-3.575, -0.715, -4.754], [-0.911, -0.207, -5.315], [-1.763, 2.338, -5.216], [-0.269, 1.784, -4.388], [-1.182, 2.998, -2.545], [-2.829, 2.722, -3.103], [-1.049, 0.859, -1.457], [-3.424, 0.743, -0.665], [-3.829, -1.629, -1.337], [-2.159, -1.278, -0.924], [-1.385, -1.781, -3.001], [-2.959, -2.492, -3.361], [-1.771, 2.270, 4.594], [-2.191, 4.041, 4.818], [-0.583, 3.506, 4.158], [-1.016, 1.973, 1.701], [-0.429, 1.108, 1.174], [0.040, 0.242, 0.327], [0.990, -0.614, 0.522], [1.847, -1.428, 0.616]]}

(4)
{"formula": "C17H31NO5", "method": "ωB97M-V/def2-TZVPD", "homo_ha": -0.3250, "lumo_ev": 0.618, "total_charge": 0, "orbital_gap_ev": 9.46, "total_energy_ev": -29860.394, "elements": ["C", "C", "C", "C", "C", "C", "C", "C", "C", "O", "C", "O", "C", "C", "C", "O", "O", "N", "C", "C", "O", "C", "C", "H", "H", "H", "H", "H", "H", "H", "H", "H", "H", "H", "H", "H", "H", "H", "H", "H", "H", "H", "H", "H", "H", "H", "H", "H", "H", "H", "H", "H", "H", "H"], "xyz": [[6.355, 1.570, 2.985], [5.046, 0.791, 3.039], [4.633, 0.293, 1.656], [3.404, -0.618, 1.675], [2.124, 0.038, 2.195], [1.669, 1.225, 1.348], [0.276, 1.696, 1.761], [-0.193, 2.961, 1.040], [-0.338, 2.785, -0.470], [-1.277, 1.746, -0.755], [-0.830, 0.616, -1.293], [0.306, 0.433, -1.653], [-1.939, -0.434, -1.413], [-3.105, -0.147, -0.456], [-3.781, 1.175, -0.726], [-4.189, 1.923, 0.118], [-3.936, 1.416, -2.035], [-1.468, -1.795, -1.232], [-0.617, -2.010, -0.071], [-0.455, -3.518, 0.129], [0.123, -4.125, -1.001], [-0.655, -3.880, -2.148], [-0.830, -2.381, -2.402], [7.159, 0.941, 2.608], [6.633, 1.923, 3.976], [6.260, 2.431, 2.328], [4.267, 1.436, 3.448], [5.159, -0.063, 3.711], [4.450, 1.147, 1.002], [5.465, -0.271, 1.226], [3.624, -1.490, 2.296], [3.223, -0.976, 0.658], [1.333, -0.718, 2.192], [2.262, 0.357, 3.229], [2.372, 2.053, 1.461], [1.666, 0.924, 0.299], [-0.445, 0.895, 1.580], [0.273, 1.898, 2.835], [-1.164, 3.256, 1.443], [0.514, 3.774, 1.215], [-0.736, 3.698, -0.921], [0.618, 2.534, -0.939], [-2.321, -0.357, -2.439], [-3.846, -0.939, -0.587], [-2.782, -0.149, 0.585], [-4.384, 2.266, -2.163], [-1.087, -1.578, 0.813], [0.380, -1.564, -0.208], [0.214, -3.727, 0.965], [-1.443, -3.963, 0.327], [-0.133, -4.353, -2.980], [-1.648, -4.340, -2.027], [-1.473, -2.234, -3.272], [0.153, -1.927, -2.598]]}